ORCA calculation (ωB97M-V/def2-TZVPD) on a 14-piece molecular cluster, C23H70F3O21 overall.

ORCA input file:
```
! RIJCOSX wB97M-V def2-TZVPD def2/J DEFGRID3
* xyz -1 1
C 0.81995 0.63498 0.24210
O 0.18205 -0.35222 0.97078
O 0.53637 1.89508 0.87746
C 2.27608 0.24232 0.00268
F 2.38084 -0.94866 -0.58930
F 2.93034 1.12249 -0.79154
F 2.97971 0.11197 1.06786
C -0.48976 -1.46126 0.34772
C -1.24933 -2.34865 1.32039
H -0.57506 -2.81430 2.03916
H -1.89753 -1.77256 1.98073
H -1.78173 -3.11544 0.75766
H 0.21521 -2.03508 -0.25382
H -1.28689 -1.09455 -0.29897
H 0.27064 0.65612 -0.69913
C -4.64300 -4.64006 -1.07916
O -5.96668 -4.87197 -0.59198
H -4.64797 -3.80973 -1.78530
H -3.98812 -4.44595 -0.22972
H -4.32377 -5.49094 -1.68099
H -6.13583 -5.81634 -0.55796
C -1.15717 1.12769 -3.49514
O -1.96892 0.29244 -4.31568
H -0.11950 1.15999 -3.82725
H -1.55799 2.14124 -3.48227
H -1.20441 0.77655 -2.46432
H -2.03198 0.82995 -5.10859
C 2.80383 -1.58804 3.64230
O 3.34611 -2.13654 4.80715
H 3.55612 -0.93862 3.19463
H 2.62902 -2.34717 2.87989
H 1.90482 -0.99319 3.80366
H 3.45187 -1.36707 5.37136
C 3.86561 -2.99088 -2.32017
O 4.57392 -3.44250 -3.46788
H 4.28758 -2.08073 -1.89396
H 2.81984 -2.84055 -2.58826
H 3.82923 -3.71480 -1.50610
H 5.46092 -3.64419 -3.16104
C 2.44239 0.38075 -4.00788
O 2.09541 0.34860 -5.38454
H 2.32191 1.39824 -3.63599
H 1.82511 -0.30856 -3.43176
H 3.46349 0.02086 -3.88165
H 2.44828 -0.51109 -5.62540
C 4.05609 4.15137 -1.43730
O 4.03968 4.94044 -0.22936
H 4.32509 3.13251 -1.15863
H 3.02134 4.12105 -1.77859
H 4.69557 4.52770 -2.23576
H 3.32469 4.65821 0.34574
C 5.99767 0.15180 -2.74694
O 6.87502 -0.56384 -1.91951
H 6.43353 1.07797 -3.12154
H 5.70448 -0.36518 -3.66065
H 5.10857 0.47875 -2.20776
H 7.16204 -1.34087 -2.40474
C -1.65638 0.95733 3.49822
C -0.76704 2.06331 4.06940
O 0.59564 1.68244 4.09355
O -1.98890 1.21226 2.16558
H -2.57164 0.85904 4.08195
H -1.08863 0.03584 3.62716
H -1.04290 2.22911 5.11080
H -0.92055 3.02872 3.58720
H 0.78270 1.59191 3.15631
H -1.19456 1.38998 1.65662
C -1.47291 4.79239 -0.35678
C -0.07759 4.91526 -1.00583
O 0.49159 3.70707 -1.43872
O -1.28248 4.22793 0.93250
H -2.22621 4.23947 -0.91796
H -1.92042 5.78131 -0.25745
H 0.62218 5.38116 -0.31204
H -0.15551 5.68430 -1.77435
H 0.73310 3.22185 -0.64636
H -0.78914 3.42580 0.74596
C -4.37653 0.02882 -1.38198
C -4.66372 -0.94303 -0.24522
O -4.43881 -0.41379 1.03792
O -5.21210 1.18073 -1.27973
H -4.64281 -0.46080 -2.31872
H -3.30954 0.24300 -1.32068
H -4.01744 -1.79710 -0.44769
H -5.70670 -1.25759 -0.28213
H -3.87050 0.35861 0.99296
H -4.87101 1.69669 -0.54554
C -4.01928 -1.89907 4.05323
C -3.75673 -3.40656 3.94905
O -4.85624 -4.28442 4.09624
O -4.54458 -1.74499 5.36652
H -4.75720 -1.49993 3.35734
H -3.08355 -1.34566 3.97415
H -2.87826 -3.69025 4.52861
H -3.43860 -3.55025 2.91645
H -5.16553 -4.32358 5.00421
H -5.46942 -1.98609 5.27622
C 3.30499 3.73314 3.89926
C 3.14646 3.29807 2.39295
O 2.25667 4.07484 1.63603
O 3.82976 5.05080 3.91730
H 3.96205 3.09492 4.49006
H 2.34434 3.83652 4.40380
H 2.96629 2.22312 2.38160
H 4.11015 3.37222 1.88907
H 1.48442 3.55570 1.39996
H 3.12896 5.54160 3.48190
C -0.82319 -4.17354 -3.46600
C -1.28195 -2.74797 -3.02594
O -2.49923 -2.29810 -3.64941
O -0.96906 -4.47634 -4.78808
H -1.36502 -4.87899 -2.83603
H 0.18747 -4.43740 -3.15447
H -0.54849 -1.98627 -3.29041
H -1.52870 -2.69390 -1.96562
H -2.29514 -1.41919 -3.97722
H -1.83680 -4.18783 -5.08032
*
```

Calculated values
Kohn-Sham gap (eV): 8.8
Max |F| (eV/Å): 3.739
HOMO (eV): -6.87

Here are the Löwdin charges for atoms 1 to 5, given in e: atom 1 (C): -0.37, atom 2 (O): -0.09, atom 3 (O): -0.23, atom 4 (C): -0.60, atom 5 (F): 0.14

---

ORCA calculation (ωB97M-V/def2-TZVPD) on C23H70N5O11Zr as an isolated structure.

ORCA input file:
```
! RIJCOSX wB97M-V def2-TZVPD def2/J DEFGRID3
* xyz 3 1
Zr -2.62785 2.92910 0.35791
C 0.48022 1.35313 1.06265
O -0.75622 1.95537 0.74844
H 0.34220 0.49325 1.71993
H 1.01265 1.08399 0.14896
H 1.09310 2.07162 1.61628
C 3.05695 4.01889 -0.84385
C 2.81500 3.03977 -1.99551
C 1.91240 3.69475 -3.07917
O 0.55531 3.76879 -2.59668
C -0.27801 4.55359 -3.44740
N 4.08961 2.79421 -2.66817
H 3.47529 3.46300 -0.00217
H 2.12116 4.47232 -0.50930
H 3.79390 4.78324 -1.08017
H 2.29337 2.10342 -1.78558
H 1.84150 3.04867 -3.96050
H 2.36875 4.63687 -3.39525
H -1.26295 4.57193 -2.99145
H -0.37782 4.11133 -4.44330
H 0.07346 5.57484 -3.60552
H 4.38355 3.64041 -3.14893
H 4.09170 2.10550 -3.41241
C -1.74146 -1.63379 0.77822
C -2.90396 -1.97289 -0.14379
C -4.16522 -2.27756 0.62796
O -5.19838 -2.65574 -0.24761
C -6.34466 -3.13941 0.44636
N -3.10090 -0.90717 -1.13044
H -1.90156 -0.80484 1.46498
H -0.73006 -1.58484 0.37625
H -1.68176 -2.53940 1.39468
H -2.61282 -2.92600 -0.60863
H -4.51315 -1.40301 1.20581
H -3.97560 -3.04506 1.38632
H -6.09195 -3.96446 1.11482
H -7.04438 -3.42709 -0.33188
H -6.82599 -2.38310 1.07589
H -2.29857 -0.94221 -1.78637
H -3.93930 -1.17295 -1.64904
C 4.19158 -3.01558 -1.89585
C 3.76274 -1.57411 -2.08118
C 4.79812 -0.55114 -1.61348
O 4.98186 -0.50620 -0.20320
C 3.83269 -0.08196 0.47043
N 3.53024 -1.40096 -3.52945
H 5.04104 -3.28925 -2.52430
H 3.39736 -3.74144 -2.05948
H 4.53522 -3.16070 -0.86740
H 2.81422 -1.42655 -1.55232
H 4.64317 0.47722 -1.96410
H 5.76902 -0.80483 -2.04755
H 4.15819 0.22813 1.46573
H 3.12188 -0.90002 0.62144
H 3.32096 0.77545 0.01293
H 3.46423 -0.43341 -3.82585
H 4.33301 -1.80115 -4.00349
C -3.52279 0.17067 -5.80934
C -2.98489 0.34222 -4.38380
C -1.47212 0.08220 -4.30157
O -1.14585 -0.26388 -2.95012
C 0.24218 -0.37657 -2.70965
N -3.34032 1.71519 -3.94925
H -3.25864 -0.81974 -6.19022
H -3.03435 0.82282 -6.54081
H -4.59876 0.32661 -5.85508
H -3.55950 -0.39397 -3.82047
H -0.96933 1.02712 -4.53752
H -1.18090 -0.77149 -4.91344
H 0.72341 0.60985 -2.82661
H 0.70475 -1.04430 -3.44047
H 0.55019 -0.66509 -1.70481
H -3.16661 2.33770 -4.73625
H -4.35523 1.61696 -3.93753
C 1.03711 -2.49950 2.45998
C 1.78762 -3.23857 3.56611
C 1.93964 -2.52748 4.89511
O 2.56329 -3.42635 5.78478
C 2.63372 -3.05285 7.13961
N 1.03629 -4.49280 3.75288
H 0.03749 -2.26862 2.83857
H 0.90488 -3.19919 1.63402
H 1.54160 -1.62472 2.05218
H 2.78867 -3.47890 3.20484
H 0.98984 -2.22848 5.36457
H 2.54668 -1.61182 4.84430
H 3.63967 -2.84239 7.50412
H 2.27588 -3.90511 7.72359
H 1.95665 -2.22615 7.37639
H 1.47027 -5.01127 4.51034
H 0.06694 -4.35267 4.01389
C -1.75961 1.33537 5.77303
C -1.02202 0.55954 4.71587
O -1.89451 -0.16335 3.84536
O -2.36285 0.43776 6.69870
H -2.46468 2.08353 5.38349
H -1.07422 1.89392 6.42639
H -0.39165 -0.11744 5.29848
H -0.42200 1.20947 4.07730
H -2.09804 -1.01894 4.24146
H -3.01583 0.92337 7.21174
O -1.90931 2.29264 -1.67979
H -0.96254 2.08352 -1.81172
H -2.36244 2.08966 -2.57696
O -1.08057 4.46675 -0.36840
H -0.46078 4.30902 -1.13920
H -0.76133 5.28353 0.05688
O -3.22321 1.38855 1.97186
H -2.59295 0.85561 2.52826
H -4.11198 1.07609 2.22379
*
```

Calculated values
Kohn-Sham gap (eV): 1.6
Max |F| (eV/Å): 10.572
HOMO (eV): -14.37
Relative energy (zero: lowest compared OMol25 entry of this formula, charge and spin) (eV): 0.0000

Here are the Löwdin charges for atoms 1 to 5, given in e: atom 1 (Zr): 2.24, atom 2 (C): -0.09, atom 3 (O): -0.37, atom 4 (H): 0.08, atom 5 (H): 0.08